1.
49
Properties=species:S:1:pos:R:3 method="wB97M-V/def2-TZVPD" total_energy_ev=-27681.5903 smiles=CC(C)N(C)C.O.O.O.O.O.O.O.O.O.O gap_ev=8.53 fmax_ev_per_a=7.065 total_charge=0
H -2.25671 2.32544 -1.09709
C 0.27180 -2.27655 -1.84124
H 1.55529 1.51765 0.14159
H 2.94435 0.54150 2.68322
H 0.83642 -3.07914 -2.40442
O -3.06262 -1.24367 2.86542
N 1.14928 -1.29664 -1.30520
H 0.85444 2.04790 -1.38404
H 0.01154 0.43960 1.02801
O -0.94942 4.42253 -0.87545
H -0.37630 -2.29538 4.00691
O -0.83251 -0.30752 -4.74535
H -1.20922 2.31175 1.53322
H -0.35553 2.43385 2.57340
H 3.03351 -2.01207 -0.77176
H -0.62963 3.96446 -0.08688
C 0.47778 0.03478 -1.03772
H 1.70675 -2.46616 0.36039
H -1.38258 0.93387 0.13007
H 0.04615 -0.16566 -4.84681
C 1.47111 1.29640 -0.86310
C -0.45469 0.23821 0.10668
H 1.68436 1.22606 -4.03622
H -1.42026 2.66174 -2.21742
H -3.55175 0.08836 0.81986
H 2.51195 1.23679 -1.33618
O -2.10494 2.10583 -2.01943
H -2.91031 -1.03676 3.83145
O 0.70889 -3.69871 2.77574
H -2.36683 -1.77268 2.61419
H -0.55285 -1.15307 3.22815
H 2.03900 -0.21686 -3.56260
H -3.50110 0.97191 2.09563
H -0.04511 0.33953 -1.94509
H 0.56164 -4.53090 2.33594
H 1.62327 -3.51732 2.26640
O -3.21262 0.98425 1.14263
H -0.53811 -2.65538 -1.36038
O -0.58630 -1.40064 4.05770
O -0.43137 2.76197 1.74010
H -0.20555 -1.71723 -2.53386
C 2.15490 -1.70660 -0.25955
H 2.15571 -0.24497 3.76240
H 2.41156 -0.78926 0.40496
H -0.02314 4.83410 -1.12324
O 1.67701 0.34063 -4.34971
H -1.30877 0.36086 -4.18562
H -0.73278 -0.77062 0.22180
O 3.11431 -0.06621 3.46251



2.
57
Properties=species:S:1:pos:R:3 method="wB97M-V/def2-TZVPD" total_energy_ev=-28399.7133 smiles=CCO.CCO.CCO.CO.CO.CO.CO.CO gap_ev=9.48 fmax_ev_per_a=1.675 total_charge=0
H 2.06957 -4.27584 -1.54076
C -0.26021 -0.52930 0.67736
O 4.98105 -2.13611 0.32544
H 1.95943 1.22030 -0.93549
H 2.13092 -1.96423 3.17126
C -3.76775 -0.36974 -1.39498
H 0.92113 -3.06328 2.70858
O 0.61644 -2.15764 4.58425
H 2.05994 -1.45199 -0.90354
H 0.71139 -3.19434 -1.37331
H 1.67137 2.93847 -2.88893
H -3.59479 1.65528 -1.46855
H -3.35607 -2.76701 4.09373
H -1.68547 -3.54759 4.15868
H -2.67730 5.63886 -0.02009
H 0.78245 0.70205 -3.27692
H -2.44408 -0.98832 3.08262
H 6.06871 -0.41289 0.59737
H 2.47548 0.23435 -3.46778
O 1.70347 0.43923 -0.43949
O -0.73430 6.41479 0.18862
H -1.99997 3.46297 -0.33036
H -2.69386 -0.54784 -1.33897
C 1.45032 -2.70471 3.59146
H -2.44073 -3.27740 2.64509
H 4.53253 -0.17933 -0.10371
H -0.26070 0.82423 -0.96602
H 5.82386 -0.89045 -1.12292
H 0.28948 -0.86463 1.55684
H 1.81451 1.35174 -4.59962
H -1.68477 5.08476 1.40886
H -4.53394 -2.21882 -1.54902
H -1.27794 -0.26888 0.96809
H 0.39891 1.56161 0.54262
C -4.16424 0.93193 -2.05215
C 1.77378 1.06450 -3.54894
H 1.97441 -2.92686 -2.67171
C 1.76569 -3.23446 -1.64705
H -3.99475 0.98075 -3.12779
C 5.38516 -0.85803 -0.12562
H -4.15502 -0.32947 -0.37689
O 2.36151 -2.35068 -0.75180
H -0.29711 3.82550 -0.01408
O -1.78110 -1.57932 3.44700
H -0.19100 -1.91697 4.12412
C 0.35001 0.66627 -0.07710
O 2.15618 2.13292 -2.69491
H -5.22810 1.08091 -1.86749
H -1.12143 4.44408 -1.48438
C -1.68693 5.39376 0.36359
C -1.22579 4.22479 -0.42178
H 0.04713 6.17169 0.69048
H -0.38257 -1.39640 0.02830
O -4.40753 -1.44780 -2.10681
H 2.07827 -3.49336 4.00598
C -2.36492 -2.86332 3.65052
H 4.05908 -2.23865 0.07833



3.
133
Properties=species:S:1:pos:R:3 method="wB97M-V/def2-TZVPD" total_energy_ev=-83473.4853 gap_ev=8.71 fmax_ev_per_a=4.948 total_charge=+1
H -4.01125 -5.91684 -6.30128
C 8.52309 -4.91272 0.81303
H -2.87402 0.57524 4.05575
H -5.45093 2.02618 1.43767
H -3.37562 3.65123 5.18420
O 10.54242 -1.34187 -2.03386
H 8.29103 -5.79321 1.40341
C -1.10132 0.71682 5.47435
H -0.70207 4.80800 -1.46049
N 0.39962 1.11297 2.77763
H 0.83710 1.36538 3.67996
H -4.89127 3.50560 6.22675
C -1.66477 2.53033 2.70450
H -2.63684 0.37252 1.32554
H 1.79609 1.21933 -5.29800
H 2.19564 -1.40272 -8.66748
O -0.69917 2.73624 7.92371
C 1.69184 -1.13058 -7.74555
C -1.09948 -0.77355 -0.71223
C -3.06953 2.67321 7.25723
C 1.47042 0.34339 -5.85010
H -4.18216 -0.75268 2.39550
C -2.58377 -0.49150 -1.25361
H -4.69543 4.05660 1.92911
H -5.30580 4.70671 3.59267
C -6.45574 2.02013 1.98650
C 6.90845 -1.64609 -0.12744
O -0.94984 2.13621 5.72128
C -1.54864 0.09554 1.51848
C 6.26382 0.53340 -1.12696
H -1.69109 -0.81776 3.98148
C -0.69979 3.52901 0.38212
H -3.46960 1.71153 7.74011
H 9.71284 0.87285 -2.85117
C 10.03531 -3.70001 -0.62241
H 2.83627 0.52968 3.27179
H -3.19619 3.59259 7.93611
N 3.25910 2.13847 -0.32036
O -7.73892 5.30567 1.88226
C -5.44232 4.73983 2.46306
O -7.33996 3.07770 1.54105
H 8.01950 2.65242 -3.11303
C 0.15182 -3.05513 -8.06653
C -1.74992 0.33388 4.07059
C -6.90454 4.36117 1.95191
H -2.71202 2.40353 0.63072
H -0.08704 -0.13674 -4.45305
C 8.74662 0.77327 -2.36728
H 6.66595 -3.93904 1.27058
H 1.36635 -2.59403 4.97942
H 0.64526 1.89386 2.11984
H -7.10313 -1.52582 2.57832
H -0.40102 -0.76375 -1.61285
N -0.64745 0.21736 0.34011
C -1.01183 -3.82992 -7.58018
C -0.93948 4.96816 -0.35353
C -5.05431 -1.10633 1.73656
C 2.11610 -0.01594 -7.03107
C 9.73292 -4.83204 0.12713
C 0.61846 -1.89114 -7.27962
H 5.80059 2.42765 -2.02797
C 7.79371 1.77550 -2.51506
O 3.46908 3.20963 0.15578
H -1.04565 -5.13304 -9.29761
H -2.59857 4.05774 1.39707
H -5.05080 -2.26009 1.82580
H -6.16701 -0.22552 3.46622
C -2.01099 3.07269 1.24131
C -4.86633 -0.72155 0.19147
H 1.49717 0.22608 -1.38076
C -1.50047 2.51012 6.99280
H -0.13366 0.10813 5.61616
H 10.44192 -5.65192 0.17865
C -3.92218 2.96256 5.91197
H 2.36705 -0.90828 4.74070
H 2.94833 0.57648 -7.39717
C 0.93680 -1.42012 3.13567
C -1.50261 -4.88879 -8.34401
H -2.92377 0.59133 -1.15611
C -6.43231 -0.60896 2.40693
C 0.74880 -0.28128 0.69162
C 9.12290 -2.64695 -0.69602
H 0.85358 -1.41742 0.48751
H -5.86103 -0.96921 -0.33971
O 1.92694 1.85082 -0.12351
C -0.01574 -1.54384 -6.08711
H -2.03177 5.29195 -0.28210
C 7.21836 -0.46986 -0.97064
C -2.58479 -5.63292 -7.88726
H -0.91927 3.21271 3.25302
N 2.58268 0.24841 2.31137
C -3.17253 -5.32976 -6.66113
H -0.26736 5.78491 0.06892
C -7.16290 0.60128 1.65641
H -1.55815 -1.01384 1.85267
C 1.83722 0.40582 -0.28965
C -2.69081 -4.27089 -5.89992
C 1.58961 -1.65599 4.37378
H 10.98114 -3.64265 -1.15162
C 8.45599 -0.35782 -1.60323
O 0.71325 -3.36717 -9.10143
H 0.26472 -2.25168 2.70750
C 7.60878 -3.86817 0.73791
C 0.40967 -0.42078 -5.37566
C -1.09653 1.02641 2.78272
C -1.61591 -3.51087 -6.36355
H -3.15637 -4.03625 -4.94821
H 3.15309 -0.54069 1.98287
H 0.18031 3.72012 1.10875
H -6.22882 2.04780 3.10814
H -5.21451 5.81143 2.10744
C 6.54850 1.65123 -1.90239
H -0.47842 2.72004 -0.38480
H -1.09593 -1.85899 -0.31608
H 2.85322 -0.13546 -0.21358
H -3.99561 -2.31899 -1.25036
H -3.12024 -2.09256 0.33870
H -4.19012 1.95371 5.41971
C -3.63206 -1.50769 -0.51798
H -8.21761 0.68187 2.12514
C -1.13653 -2.35920 -5.56681
H -2.60851 -0.79685 -2.37778
C 9.45994 -1.44015 -1.48496
C 1.10864 -0.09521 2.25477
C 7.90284 -2.73682 -0.02493
O -1.66177 -2.08133 -4.50026
H 5.29475 0.44426 -0.64783
O 5.84367 -1.71674 0.47042
H -7.33231 0.44136 0.54200
H -1.82023 0.31750 6.28955
H -4.62196 0.39871 0.14279
H -2.96950 -6.45160 -8.48652
H -2.64136 2.59302 3.31721



4.
79
Properties=species:S:1:pos:R:3 method="wB97M-V/def2-TZVPD" total_energy_ev=-467392.6135 gap_ev=9.49 fmax_ev_per_a=2.919 total_charge=+1
Cl 2.04583 -2.73187 -4.65951
C -3.01694 -4.04384 1.70268
Cl 0.14679 -0.72053 -3.80245
F -0.24660 -0.91608 3.40235
Cl 0.94500 5.07184 2.49328
F -2.44467 0.73895 1.34972
N 3.18360 -1.02708 1.82670
Cl -8.66625 -1.27990 -4.59699
H 1.72303 0.25240 4.40563
C 2.80022 -1.28210 0.52438
Cl -7.41550 -4.08191 -2.41844
H -1.08275 2.17850 2.75369
F -1.76473 -3.92849 -0.35770
Cl 3.78499 5.56087 2.68279
H 0.90512 2.28168 1.40549
H 3.97766 -1.52974 2.20791
F -0.87797 -3.36573 2.28988
F -3.33961 -5.41166 -0.23599
C -2.30202 -0.25148 2.26111
Cl -5.68253 -2.51020 -4.10639
C 0.43370 1.29829 1.55288
C 2.35687 5.04317 3.57419
Cl 1.48437 -0.50268 -10.25292
H 5.06078 -1.91841 5.47359
Cl 4.52829 2.54388 1.71877
Cl 0.74528 -0.37344 -7.46673
C -2.10643 -1.55779 1.44502
C -2.14138 -2.88825 2.27401
C 4.50535 -1.15627 4.96284
F -2.99179 -1.53450 0.44604
Cl -4.94273 -3.02694 -1.36288
Cl -1.40520 9.20171 5.21906
C -5.73274 -3.69755 -2.80020
C 1.76066 -0.41698 0.34577
Cl 6.35727 0.14417 -3.30238
Cl 7.31870 2.66774 0.96721
C -0.19110 9.44774 3.95876
H -0.20822 1.15111 0.68137
Cl 5.27196 2.41253 -1.05658
Cl 0.31256 -3.24845 -2.40580
Cl 5.87365 0.18987 0.67472
Cl 4.91083 -2.34185 -3.51220
F -3.04175 -4.98475 2.66252
F 3.32463 -2.13230 -0.29188
F 1.03707 -0.24321 -0.72689
Cl 1.97426 -2.76515 -8.52773
C -0.34478 1.37333 2.87119
F -1.54777 -5.66602 0.87252
F -3.44673 -0.25584 2.94032
C 2.63217 0.39500 3.81052
H 2.90590 1.47532 3.83632
Cl -4.88999 -5.16814 -3.30284
Cl -10.73972 0.28841 -5.85896
C 1.93138 -1.00050 -8.61879
Cl -8.19500 -0.07244 -7.17591
F -1.67205 0.33023 4.44419
C 2.43459 -0.10000 2.40157
Cl 2.58425 3.36684 4.16366
Cl 2.09796 6.10129 4.95307
F -0.89520 -1.46216 0.84714
H 0.27054 1.67781 3.72194
C 5.75527 1.95763 0.57413
F -2.48318 -2.70020 3.54568
Cl 4.30164 -0.12955 -5.30263
Cl 1.36220 9.84832 4.70455
Cl -0.01939 7.95783 3.01199
N 1.51068 0.29475 1.49968
Cl 3.57117 0.01488 -2.50736
C 0.43123 -2.45869 -3.98916
Cl -0.69480 10.76654 2.89856
C 4.77916 -0.58031 -3.66243
C -2.42544 -4.75652 0.44130
C -8.99683 0.12989 -5.61234
C 3.67168 -0.46007 4.45367
F -4.29627 -3.68877 1.54123
Cl -8.37850 1.58483 -4.81717
C -1.12313 0.10745 3.22883
Cl 3.52982 -0.34931 -8.22201
Cl -0.78843 -3.13717 -5.07114



5.
27
Properties=species:S:1:pos:R:3 method="wB97M-V/def2-TZVPD" total_energy_ev=-43636.5066 gap_ev=7.56 fmax_ev_per_a=2.936 total_charge=0
H -1.60300 0.41147 2.18283
S 2.35111 -2.01364 0.75198
O -1.12184 0.30490 -1.00831
C 1.90155 1.72009 -0.23326
S 4.01839 0.48769 0.67134
H -0.61743 -2.13824 1.13120
C 3.14582 1.98939 0.22885
H 0.44775 -3.48068 -1.02854
Si 0.54474 -2.07168 -1.55192
H -3.28874 -0.56864 -0.12799
H -0.20283 -2.00757 -2.86856
H 0.20344 -0.85545 1.55319
C -0.37075 -0.61585 -0.46247
C -2.83877 0.22624 0.59023
C -0.66413 -1.01676 0.97733
C -1.99320 1.10400 -0.26456
H -1.42789 1.90255 0.19664
C -1.94011 -0.41400 1.63185
H -2.28550 -1.19542 2.24877
H -2.55327 1.63871 -1.05496
H 1.93209 -1.71341 -2.00821
C 2.45368 -0.35833 0.38758
H 1.05768 2.14498 -1.94838
O 1.13426 2.58786 -1.07821
H -3.67172 0.73252 1.04317
N 1.53645 0.38348 -0.15496
H 3.85225 2.81580 0.19534



6.
80
Properties=species:S:1:pos:R:3 method="wB97M-V/def2-TZVPD" total_energy_ev=-127022.9238 gap_ev="4.97 / 6.40" fmax_ev_per_a=1.712 total_charge=-2 spin_multiplicity=2
C 0.51530 4.44525 -1.33778
S 4.27740 -0.93256 2.30943
C 0.45890 -3.73547 -4.16545
O 0.77845 -5.61114 -6.11594
C 0.51168 -3.41543 -5.51973
C -0.66006 2.71043 -2.62547
C -1.75085 1.32024 2.44093
H -0.89070 1.13287 6.12238
C -3.41461 -0.52445 0.69525
O -0.05349 1.22573 -4.69782
C 0.28274 -1.06688 -4.99920
C 1.31331 4.80100 -0.22394
O 0.64095 -4.16290 -7.68385
H 3.81616 -4.65931 6.42176
N -0.72111 0.57388 2.80840
H 3.97733 -2.95965 5.94404
O 0.57803 0.46274 -6.69919
H 0.38361 6.43569 -2.16241
C -3.04163 1.82589 -0.70846
C 4.18086 -3.98730 5.64050
O -0.85057 -2.92151 -1.13955
C -2.21620 1.97375 4.67180
C 3.48878 -4.27690 4.30616
H -1.64745 3.38114 -4.37685
C -4.09768 0.62035 1.08064
H 0.47587 1.07543 -0.79430
O -0.03718 -0.47908 -2.64507
H -2.80662 2.50490 5.40991
C -2.56067 -0.50018 -0.40211
C 0.15024 -1.39247 -3.61693
H -0.97497 5.75100 -4.09863
C 0.16502 3.07914 -1.52519
Ge -1.31443 0.83768 -2.83816
N 3.87769 -3.36258 3.25455
C -0.67450 5.01928 -3.35759
N 0.64025 -4.45745 -6.49743
C 0.08023 5.40111 -2.28480
C 0.22722 -3.09731 -1.75152
H 1.89990 1.73859 1.08869
H 2.40871 4.13355 1.47757
H 3.72471 -5.29493 3.98423
C -1.13897 1.20484 5.07268
C -3.91286 1.80053 0.37253
N 2.27258 -1.86515 3.87537
C -2.53503 2.04999 3.32531
N 1.38315 -0.93689 3.55746
H 1.29133 0.53932 6.40001
H 1.54914 5.84891 -0.06693
H 5.26110 -4.11592 5.54310
H 0.54631 -4.76592 -3.85245
H -3.36841 2.63971 2.96848
H 4.84537 -3.38497 2.97830
H 0.50127 -1.83588 -6.97688
H -2.88773 2.75462 -1.25028
O 1.29944 -3.50559 -1.25688
C -2.69434 0.15593 -4.08700
N 0.28147 0.23372 -5.48465
C 1.79262 3.85051 0.63269
C -1.05356 3.67210 -3.51891
C -2.35531 0.67909 -1.11646
H -4.77163 0.59667 1.92969
C 0.75302 -0.32178 4.49856
C -0.38508 0.51186 4.11129
H -3.65440 0.64316 -3.91201
H -1.97035 1.34106 1.37759
C 0.43798 -2.09555 -5.93406
C 1.13267 -0.44504 5.95345
H -2.79386 -0.90443 -3.84138
H -3.55055 -1.44161 1.25708
H 2.05734 -1.01304 6.02063
H 0.36085 -0.96424 6.53066
H 2.41037 -4.19202 4.42794
H -2.05517 -1.41045 -0.71257
C 0.26853 -2.73589 -3.23370
C 0.69610 2.12196 -0.62435
H -2.41237 0.26052 -5.13214
C 3.35701 -2.08145 3.17192
H -4.43973 2.70176 0.66765
C 1.49880 2.48934 0.41905
Rb 0.84236 -1.69194 0.52034